(1)
Computed, not measured: an isolated molecule of C5H4N2O, with the ωB97M-V functional and the def2-TZVPD basis.

```
! wB97M-V def2-TZVPD RIJCOSX def2/J DEFGRID3
* xyz 0 1
C 0.64 1.55 -0.17
C 0.10 -0.33 -1.44
C -0.91 -0.73 -0.53
C -0.65 -0.73 0.68
C 0.55 -0.08 1.30
H 0.18 -0.87 -2.30
H -1.78 -1.23 -0.98
H -1.29 -0.84 1.54
H 0.83 -0.82 2.12
N 1.04 0.54 -1.12
N 1.20 0.97 1.02
O 0.08 2.58 -0.13
*
```

Results
Highest occupied orbital energy: -9.59 eV
Lowest unoccupied orbital energy: -0.352 eV



(2)
Computed, not measured: a cluster of 2 separate species, C7H14O in total, with the ωB97M-V functional and the def2-TZVPD basis.

```
! wB97M-V def2-TZVPD RIJCOSX def2/J DEFGRID3
* xyz 1 2
C -0.66 0.56 -2.44
C 0.44 -0.06 -1.61
C 1.43 -0.80 -2.21
C -0.22 1.13 0.37
C 0.47 0.05 -0.18
C 1.40 -0.74 0.67
C -0.49 1.38 1.79
H -0.46 1.62 -2.61
H -0.66 0.10 -3.42
H -1.62 0.48 -1.93
H 2.33 -1.08 -1.68
H 1.40 -1.00 -3.27
H -0.73 1.80 -0.32
H 1.01 -0.80 1.68
H 1.52 -1.75 0.26
H 2.41 -0.30 0.71
H -0.37 0.52 2.44
H 0.18 2.12 2.24
H -1.49 1.80 1.88
H -2.11 -2.43 2.63
H -1.99 -1.03 2.11
O -1.79 -1.56 2.89
*
```

Results
Expectation value of S²: 0.793
Highest occupied orbital energy (alpha / beta): -14.32 / -14.78 eV
Lowest unoccupied orbital energy (alpha / beta): -4.829 / -7.569 eV



(3)
Computed, not measured: an isolated molecule of C17H24BrNO4, with the ωB97M-V functional and the def2-TZVPD basis.

```
! wB97M-V def2-TZVPD RIJCOSX def2/J DEFGRID3
* xyz 0 1
O 4.06 0.83 1.73
C 3.04 1.27 1.24
N 2.98 1.69 -0.04
C 1.82 2.26 -0.70
H 1.25 2.87 0.00
C 2.30 3.14 -1.86
O 3.00 2.40 -2.84
C 3.72 1.30 -2.32
H 3.10 0.39 -2.38
C 4.16 1.52 -0.88
H 4.79 2.41 -0.81
H 4.72 0.66 -0.50
H 4.59 1.16 -2.96
H 1.45 3.60 -2.36
H 2.95 3.94 -1.46
H 1.17 1.48 -1.09
C 1.76 1.40 2.07
H 1.53 2.46 2.25
H 1.92 0.90 3.03
O 0.65 0.81 1.40
C -0.02 -0.16 2.05
O 0.20 -0.50 3.17
C -1.09 -0.76 1.15
C -2.06 0.33 0.68
C -3.12 -0.29 -0.24
C -3.89 -1.37 0.52
C -2.92 -2.46 0.98
C -1.87 -1.85 1.90
H -1.17 -2.61 2.25
H -2.34 -1.41 2.78
C -2.24 -3.08 -0.24
C -1.48 -1.99 -0.97
C -2.43 -0.91 -1.46
H -1.89 -0.14 -2.01
H -3.18 -1.34 -2.13
C -0.41 -1.39 -0.08
H 0.29 -2.16 0.24
H 0.16 -0.63 -0.62
Br -0.57 -2.79 -2.56
H -2.98 -3.53 -0.90
H -1.55 -3.87 0.08
H -3.47 -3.23 1.52
H -4.39 -0.93 1.38
H -4.66 -1.80 -0.13
H -3.81 0.49 -0.57
H -2.54 0.79 1.55
H -1.51 1.11 0.15
*
```

Results
Highest occupied orbital energy: -9.51 eV
Lowest unoccupied orbital energy: 0.419 eV



(4)
Computed, not measured: a cluster of 3 separate species, C25H39F7IN2O10P2 in total, with the ωB97M-V functional and the def2-TZVPD basis.

```
! wB97M-V def2-TZVPD RIJCOSX def2/J DEFGRID3
* xyz 1 1
C 4.25 1.05 1.81
C 4.37 1.18 0.28
O 3.72 2.36 -0.20
C 4.46 2.96 -1.26
C 3.60 3.99 -1.99
O 2.45 3.37 -2.58
C 1.32 4.21 -2.51
C 0.48 3.76 -1.29
N 0.17 4.61 -0.26
C -0.59 3.88 0.60
C -1.16 4.52 1.86
C -2.60 4.11 2.19
C -2.80 3.45 3.42
C -4.08 3.02 3.76
C -5.12 3.26 2.85
C -4.92 3.92 1.65
C -3.64 4.37 1.28
C -3.40 5.07 -0.06
N -0.73 2.66 0.14
I -1.75 1.10 0.99
C -0.05 2.52 -1.10
C 0.00 1.28 -1.97
F -1.25 0.80 -2.20
F 0.47 1.63 -3.18
C 0.97 0.16 -1.42
F 1.22 0.25 -0.10
F 2.16 0.35 -2.05
C 0.52 -1.30 -1.77
F 0.16 -1.42 -3.05
F 1.55 -2.13 -1.54
F -0.49 -1.71 -0.98
H 3.32 1.53 2.17
H 4.19 0.00 2.13
H 5.11 1.48 2.35
H 3.87 0.29 -0.16
H 5.44 1.19 0.03
H 4.84 2.19 -1.96
H 5.32 3.50 -0.82
H 3.32 4.76 -1.25
H 4.22 4.39 -2.81
H 0.67 4.09 -3.39
H 1.58 5.28 -2.47
H 0.45 5.58 -0.15
H -0.48 4.32 2.70
H -1.16 5.61 1.69
H -1.94 3.29 4.06
H -4.20 2.48 4.70
H -6.11 2.89 3.12
H -5.77 4.06 0.98
H -2.39 5.52 -0.12
H -3.49 4.37 -0.90
H -4.12 5.90 -0.13
C -4.14 -1.70 -4.39
O -4.16 -3.12 -4.49
P -5.07 -4.00 -3.40
O -6.43 -3.53 -3.84
O -4.55 -3.14 -2.11
C -3.16 -3.14 -1.77
O -5.54 -5.23 -2.37
C -6.66 -6.03 -2.75
H -4.21 -1.30 -5.40
H -4.96 -1.32 -3.79
H -3.18 -1.38 -3.96
H -2.84 -2.10 -1.66
H -2.55 -3.61 -2.54
H -3.02 -3.65 -0.82
H -6.62 -6.29 -3.81
H -7.58 -5.50 -2.52
H -6.62 -6.95 -2.16
C 2.84 -5.90 4.62
O 3.64 -6.15 3.47
P 4.53 -4.89 2.79
O 5.41 -4.81 4.02
O 3.30 -3.81 2.91
C 2.15 -3.96 2.09
O 5.45 -3.75 1.95
C 6.87 -3.80 2.09
H 2.98 -6.73 5.30
H 3.11 -4.97 5.12
H 1.79 -5.86 4.32
H 1.26 -3.92 2.73
H 2.15 -4.92 1.56
H 2.10 -3.14 1.37
H 7.24 -4.82 2.05
H 7.16 -3.33 3.02
H 7.31 -3.23 1.26
*
```

Results
Highest occupied orbital energy: -10.79 eV
Lowest unoccupied orbital energy: -4.447 eV



(5)
Computed, not measured: a structure of composition C2ClI3O, with the ωB97M-V functional and the def2-TZVPD basis.

```
! wB97M-V def2-TZVPD RIJCOSX def2/J DEFGRID3
* xyz 0 1
C 0.88 0.22 0.40
C -0.49 -0.11 -0.15
O 1.15 0.50 1.52
Cl 2.09 0.12 -0.79
I -2.01 0.98 1.33
I -0.95 0.58 -2.26
I -0.68 -2.27 -0.05
*
```

Results
Highest occupied orbital energy: -9.66 eV
Lowest unoccupied orbital energy: -1.730 eV



(6)
Computed, not measured: a structure of composition C4H2O2Tl, with the ωB97M-V functional and the def2-TZVPD basis.

```
! wB97M-V def2-TZVPD RIJCOSX def2/J DEFGRID3
* xyz 2 2
H -2.66 -0.94 -0.66
O -2.94 1.23 -0.23
C -2.42 0.18 -0.10
C -1.14 -0.30 -0.56
C 0.04 -0.41 -0.17
C 1.31 -0.23 0.40
O 2.25 0.33 -0.18
Tl 4.16 0.67 0.04
H 1.39 -0.53 1.46
*
```

Results
Expectation value of S²: 0.767
Highest occupied orbital energy (alpha / beta): -18.45 / -18.44 eV
Lowest unoccupied orbital energy (alpha / beta): -12.436 / -13.318 eV



Max |F| in eV Å⁻¹, matching the order above: 8.9; 1.4; 0.6; 8.7; 2.3; 9.0